Molecular formula: C30H22BeGeN5Se
Method: DFT, wB97M-V/def2-TZVPD

ORCA input file:
```
! wB97M-V def2-TZVPD RIJCOSX def2/J DEFGRID3
* xyz 2 2
Be -0.6641 0.3044 -1.5749
Se -1.0730 -6.8135 -1.7652
N 0.2927 -5.6849 -1.6903
C -0.2142 -4.4802 -1.7252
C 0.6009 -3.2623 -1.6916
C 1.9992 -3.2188 -1.6310
C 2.6365 -1.9957 -1.6229
C 1.8882 -0.8224 -1.6596
N 0.5571 -0.8538 -1.7062
C -0.0650 -2.0597 -1.7293
C -1.5138 -1.9748 -1.8020
N -1.9935 -0.7058 -1.8225
C -3.3129 -0.5219 -1.8988
C -4.1908 -1.5966 -1.9581
C -3.6993 -2.8875 -1.9255
C -2.3184 -3.0924 -1.8446
C -1.6512 -4.3964 -1.8032
N -2.2969 -5.5332 -1.8309
H 2.5577 -4.1461 -1.5978
H 3.7145 -1.9281 -1.5862
H 2.3604 0.1512 -1.6391
H -3.6691 0.5002 -1.9113
H -5.2521 -1.4056 -2.0266
H -4.3616 -3.7437 -1.9634
C -2.1927 -0.6431 1.5538
Ge -0.8675 0.6552 0.9880
C -1.3005 2.4573 1.4973
C -1.9572 3.3729 0.6771
C -2.2536 4.6456 1.1471
C -1.8929 5.0073 2.4381
C -1.2403 4.0995 3.2615
C -0.9390 2.8264 2.7948
C 0.9184 0.0856 1.3825
C 1.0863 -1.1617 1.9447
C 2.3739 -1.6477 2.2636
C 3.4734 -0.8949 1.9706
C 3.3500 0.3811 1.3600
C 4.4958 1.1472 1.0279
C 4.3722 2.3687 0.4332
C 3.0880 2.8898 0.1554
C 1.9667 2.1725 0.4680
C 2.0622 0.8909 1.0717
H -2.2035 -0.6321 2.6461
H -1.9652 -1.6529 1.2118
H -3.1830 -0.3537 1.2038
H -2.2671 3.0967 -0.3259
H -2.7744 5.3513 0.5131
H -2.1247 5.9980 2.8057
H -0.9618 4.3824 4.2682
H -0.4171 2.1339 3.4466
H 0.2278 -1.7849 2.1676
H 2.4818 -2.6128 2.7407
H 4.4651 -1.2654 2.2032
H 5.4757 0.7487 1.2620
H 5.2524 2.9488 0.1906
H 2.9984 3.8757 -0.2829
H 0.9886 2.6069 0.2926
N -0.2812 2.9322 -2.8103
C -0.4445 1.9029 -2.3380
H -0.1415 3.8392 -3.2235
*
```

Properties
- expectation value of S² = 0.756
- orbital gap (alpha / beta) (eV) = 6.65 / 5.41
- max |F| (eV/Å) = 0.427
- HOMO level (alpha / beta) (eV) = -13.34 / -13.55
- LUMO (alpha / beta) (eV) = -6.69 / -8.14